1.
{"formula": "C19H13CoN6O4S2", "method": "ωB97M-V/def2-TZVPD", "symbols": ["Co", "O", "C", "O", "C", "C", "C", "C", "C", "N", "C", "O", "O", "H", "H", "H", "H", "N", "C", "N", "C", "N", "C", "C", "N", "C", "C", "N", "H", "H", "H", "H", "H", "S", "C", "C", "C", "C", "C", "C", "S", "H", "H", "H", "H"], "positions_angstrom": [[-0.053, -0.686, -0.145], [-3.991, -0.641, 0.535], [-2.652, -0.426, 0.516], [-1.955, -1.066, -0.334], [-2.031, 0.492, 1.379], [-2.536, 1.326, 2.405], [-1.669, 2.156, 3.067], [-0.289, 2.160, 2.750], [0.153, 1.301, 1.764], [-0.687, 0.527, 1.094], [1.590, 1.028, 1.328], [2.527, 1.688, 1.758], [1.659, 0.045, 0.498], [-4.143, -1.302, -0.151], [-3.591, 1.290, 2.645], [-2.039, 2.805, 3.851], [0.417, 2.793, 3.268], [2.875, 1.521, -2.227], [2.121, 0.413, -2.249], [0.871, 0.726, -2.031], [0.906, 2.091, -1.894], [2.118, 2.599, -1.996], [-0.280, 2.918, -1.662], [-0.193, 4.308, -1.569], [-1.254, 5.074, -1.365], [-2.420, 4.442, -1.241], [-2.514, 3.065, -1.338], [-1.453, 2.297, -1.553], [3.875, 1.601, -2.235], [2.500, -0.581, -2.418], [0.766, 4.800, -1.675], [-3.289, 5.068, -1.080], [-3.466, 2.556, -1.242], [0.590, -2.318, -1.562], [1.072, -3.664, -0.603], [1.618, -4.790, -1.255], [2.095, -5.864, -0.546], [2.054, -5.857, 0.858], [1.483, -4.799, 1.517], [0.960, -3.688, 0.817], [0.186, -2.447, 1.704], [1.671, -4.773, -2.337], [2.506, -6.719, -1.069], [2.470, -6.681, 1.425], [1.424, -4.789, 2.598]], "mulliken_spin": [1.001, 0.033, 0.199, 0.131, 0.154, 0.125, -0.036, 0.274, -0.066, 0.154, -0.027, -0.005, 0.004, -0.001, 0.016, 0.002, 0.013, 0.000, 0.013, 0.018, 0.000, 0.002, 0.000, 0.000, 0.000, -0.001, 0.004, 0.002, 0.001, -0.002, 0.000, -0.001, -0.003, 0.226, 0.104, -0.029, 0.075, -0.013, 0.050, 0.017, 0.566, -0.004, 0.008, 0.002, -0.007], "multiplicity": 4, "charge": -1, "s_squared": 3.80, "homo_lumo_gap_ha": [0.2023, 0.2102]}


2.
{"formula": "C35H95N5O10", "method": "ωB97M-V/def2-TZVPD", "symbols": ["C", "O", "C", "C", "C", "N", "H", "H", "H", "H", "H", "H", "H", "H", "H", "H", "H", "C", "O", "C", "C", "C", "N", "H", "H", "H", "H", "H", "H", "H", "H", "H", "H", "H", "C", "O", "C", "C", "C", "N", "H", "H", "H", "H", "H", "H", "H", "H", "H", "H", "H", "C", "O", "C", "C", "C", "N", "H", "H", "H", "H", "H", "H", "H", "H", "H", "H", "H", "C", "O", "C", "C", "C", "N", "H", "H", "H", "H", "H", "H", "H", "H", "H", "H", "H", "C", "C", "C", "O", "H", "H", "H", "H", "H", "H", "H", "H", "C", "C", "C", "O", "H", "H", "H", "H", "H", "H", "H", "H", "C", "C", "C", "O", "H", "H", "H", "H", "H", "H", "H", "H", "C", "C", "C", "O", "H", "H", "H", "H", "H", "H", "H", "H", "C", "C", "C", "O", "H", "H", "H", "H", "H", "H", "H", "H"], "positions_angstrom": [[13.262, 9.938, 8.562], [14.387, 10.062, 9.367], [15.286, 8.994, 9.136], [16.497, 9.153, 10.014], [17.690, 8.214, 9.630], [16.135, 8.878, 11.399], [13.496, 9.977, 7.480], [12.613, 10.788, 8.723], [12.819, 8.980, 8.811], [14.813, 8.019, 9.300], [15.520, 9.094, 8.072], [16.826, 10.190, 9.864], [17.322, 7.194, 9.609], [18.412, 8.157, 10.432], [18.088, 8.538, 8.679], [15.390, 9.513, 11.706], [16.919, 9.064, 12.011], [15.280, 11.285, 18.231], [15.670, 11.734, 16.938], [14.600, 11.775, 16.002], [14.086, 10.351, 15.703], [15.259, 9.514, 15.175], [12.947, 10.411, 14.767], [15.331, 10.210, 18.356], [14.252, 11.565, 18.515], [16.029, 11.725, 18.886], [13.777, 12.355, 16.399], [15.049, 12.143, 15.067], [13.775, 9.988, 16.671], [15.958, 10.096, 14.589], [14.824, 8.724, 14.550], [15.860, 9.093, 15.988], [12.572, 9.458, 14.618], [13.256, 10.705, 13.835], [12.549, 17.534, 11.802], [11.695, 17.332, 10.726], [11.736, 18.405, 9.810], [10.626, 18.056, 8.855], [9.191, 18.088, 9.441], [10.876, 16.701, 8.159], [13.585, 17.242, 11.680], [12.183, 16.939, 12.652], [12.678, 18.581, 12.049], [11.629, 19.384, 10.283], [12.685, 18.424, 9.276], [10.588, 18.781, 8.020], [8.582, 17.748, 8.608], [8.920, 19.100, 9.767], [8.992, 17.478, 10.318], [11.493, 16.840, 7.352], [11.292, 16.083, 8.822], [13.448, 13.832, 7.576], [13.573, 15.179, 8.089], [14.481, 16.016, 7.467], [15.953, 15.835, 7.909], [16.119, 15.851, 9.448], [16.889, 16.782, 7.330], [12.500, 13.450, 7.909], [14.283, 13.228, 7.923], [13.549, 13.983, 6.502], [14.501, 15.786, 6.399], [14.186, 17.037, 7.705], [16.252, 14.817, 7.634], [17.192, 15.843, 9.602], [15.592, 15.002, 9.873], [15.723, 16.758, 9.902], [16.699, 16.759, 6.332], [16.781, 17.732, 7.690], [20.331, 14.884, 14.656], [19.377, 15.906, 14.684], [18.622, 15.880, 15.881], [17.591, 14.739, 15.754], [16.705, 14.924, 14.499], [16.739, 14.697, 16.993], [19.861, 13.904, 14.739], [20.965, 14.925, 15.524], [20.783, 15.017, 13.682], [19.260, 15.733, 16.754], [18.113, 16.851, 15.909], [18.083, 13.767, 15.664], [16.079, 15.772, 14.736], [16.046, 14.048, 14.470], [17.243, 15.156, 13.578], [16.217, 13.790, 17.044], [17.329, 14.681, 17.824], [20.813, 10.619, 13.907], [19.419, 10.743, 13.316], [19.447, 11.553, 12.030], [18.783, 9.487, 13.078], [21.307, 11.539, 14.156], [21.430, 10.005, 13.204], [20.814, 10.043, 14.840], [18.793, 11.240, 14.067], [18.556, 11.344, 11.420], [20.316, 11.313, 11.413], [19.468, 12.642, 12.157], [19.459, 8.882, 12.740], [10.254, 11.993, 10.638], [9.101, 12.433, 9.782], [9.534, 13.159, 8.454], [8.317, 11.249, 9.469], [10.873, 12.845, 10.994], [10.918, 11.318, 10.093], [9.823, 11.477, 11.505], [8.541, 13.182, 10.351], [10.249, 13.930, 8.725], [8.652, 13.655, 8.031], [10.031, 12.522, 7.735], [7.971, 10.962, 10.319], [10.184, 8.250, 12.265], [11.438, 7.484, 12.670], [12.714, 7.918, 11.941], [11.540, 7.630, 14.134], [10.218, 9.230, 12.708], [9.267, 7.817, 12.605], [9.987, 8.311, 11.192], [11.311, 6.396, 12.506], [13.625, 7.784, 12.511], [12.614, 9.000, 11.749], [12.826, 7.440, 10.967], [11.168, 6.851, 14.569], [8.087, 15.584, 11.914], [8.485, 14.712, 13.118], [9.900, 15.121, 13.474], [7.628, 14.695, 14.218], [7.092, 15.345, 11.541], [8.828, 15.411, 11.117], [8.158, 16.607, 12.258], [8.508, 13.655, 12.833], [10.039, 14.990, 14.539], [9.994, 16.198, 13.308], [10.636, 14.476, 12.971], [7.865, 15.409, 14.810], [13.611, 13.919, 12.394], [14.196, 12.834, 11.487], [15.698, 12.610, 11.769], [13.553, 11.588, 11.782], [12.559, 13.936, 12.129], [14.045, 14.885, 12.155], [13.828, 13.723, 13.433], [14.002, 13.150, 10.459], [16.047, 11.953, 10.970], [15.758, 12.060, 12.700], [16.233, 13.557, 11.914], [13.974, 10.983, 11.159]], "mulliken_charge": [-0.497, 0.205, -1.374, 1.381, -1.694, -0.462, 0.333, -0.193, 0.339, 0.415, 0.407, -0.061, 0.406, 0.306, 0.408, -0.228, 0.314, -0.946, -0.306, -0.089, 0.554, -0.970, -0.649, 0.291, 0.423, 0.262, 0.516, -0.807, 0.599, -0.018, 0.292, 0.428, 0.187, -0.102, -0.732, 0.058, -0.769, 0.338, -1.197, -0.493, 0.086, 0.111, 0.428, 0.558, 0.222, 0.473, 0.432, 0.418, -0.134, 0.240, 0.032, -0.583, 0.141, -0.869, 0.445, -1.106, -0.688, -0.260, 0.239, 0.535, 0.401, 0.121, 0.219, 0.469, -0.033, 0.335, 0.279, 0.281, -0.531, -0.331, -0.856, 0.730, -0.501, -0.853, 0.050, 0.389, 0.294, 0.415, 0.307, 0.077, 0.349, -0.509, 0.436, 0.286, 0.282, -1.537, 1.087, -0.767, -0.511, 0.345, 0.405, 0.395, -0.280, -0.041, 0.412, 0.190, 0.285, -0.074, 0.512, -0.960, -0.638, -0.564, 0.151, 0.332, 0.136, -0.187, 0.394, 0.395, 0.369, -1.508, 0.344, -0.307, -0.622, 0.311, 0.474, 0.340, 0.418, 0.149, -0.444, 0.554, 0.291, -1.101, 0.562, -0.654, -0.605, 0.281, 0.040, 0.491, 0.086, 0.439, 0.341, -0.267, 0.364, 0.082, 1.705, -0.894, 1.169, -0.991, 0.193, 0.284, -0.590, 0.109, -0.126, 0.251, -0.719], "smiles": "COC[C@H](C)N.COC[C@H](C)N.COC[C@H](C)N.COC[C@H](C)N.COC[C@H](C)N.CC(C)O.CC(C)O.CC(C)O.CC(C)O.CC(C)O", "charge": 0, "homo_lumo_gap_ha": 0.3401}


3.
{"formula": "C16H21N10O2S4Tc", "method": "ωB97M-V/def2-TZVPD", "symbols": ["Tc", "O", "C", "C", "C", "C", "C", "C", "C", "O", "N", "N", "C", "S", "C", "C", "S", "H", "H", "H", "H", "H", "H", "H", "H", "H", "C", "C", "N", "N", "C", "S", "N", "N", "H", "H", "H", "H", "H", "H", "C", "C", "N", "N", "C", "S", "N", "N", "H", "H", "H", "H", "H", "H"], "positions_angstrom": [[0.437, -0.457, -1.075], [-1.840, 1.140, 3.675], [-1.021, 2.111, 3.385], [-1.016, 3.228, 4.258], [-0.165, 4.266, 4.026], [0.709, 4.235, 2.915], [0.698, 3.160, 2.031], [-0.151, 2.087, 2.234], [-0.165, 0.974, 1.293], [0.585, 1.048, 0.194], [-0.898, -0.069, 1.543], [-0.709, -1.041, 0.571], [-1.408, -2.141, 0.680], [-1.278, -3.339, -0.558], [-2.095, -4.639, 0.428], [-3.165, -3.960, 1.258], [-2.447, -2.464, 2.007], [-1.733, 0.404, 3.027], [-1.693, 3.215, 5.104], [-0.152, 5.114, 4.699], [1.393, 5.058, 2.749], [1.356, 3.150, 1.172], [-1.331, -5.114, 1.037], [-2.512, -5.366, -0.265], [-3.509, -4.606, 2.067], [-4.022, -3.659, 0.662], [5.968, -0.436, -1.183], [5.027, -1.149, -0.283], [5.314, -1.914, 0.710], [4.094, -2.345, 1.203], [3.063, -1.863, 0.538], [1.393, -2.042, 0.616], [3.626, -1.105, -0.385], [2.781, -0.464, -1.252], [6.985, -0.645, -0.861], [5.812, 0.645, -1.151], [5.860, -0.777, -2.216], [4.067, -2.978, 1.987], [2.974, 0.533, -1.254], [2.954, -0.806, -2.193], [-4.350, 1.136, -2.924], [-2.966, 1.272, -3.440], [-2.592, 1.917, -4.493], [-1.232, 1.749, -4.556], [-0.748, 1.024, -3.577], [0.852, 0.519, -3.237], [-1.825, 0.712, -2.849], [-1.709, -0.111, -1.713], [-5.018, 1.666, -3.601], [-4.452, 1.576, -1.929], [-4.661, 0.090, -2.883], [-0.716, 2.168, -5.319], [-2.236, 0.309, -0.953], [-2.132, -1.016, -1.917]], "mulliken_spin": [0.922, 0.003, -0.002, 0.000, 0.000, 0.003, -0.003, -0.010, 0.007, 0.084, 0.040, -0.050, -0.009, 0.009, -0.001, 0.000, 0.008, 0.001, 0.000, 0.000, 0.000, 0.000, 0.000, 0.000, 0.000, 0.000, 0.000, -0.001, 0.002, 0.005, 0.020, -0.053, 0.009, -0.026, 0.000, 0.000, 0.000, 0.000, 0.003, 0.000, 0.000, 0.001, 0.000, 0.004, 0.004, 0.022, -0.004, 0.008, 0.000, 0.000, 0.000, 0.000, 0.003, 0.000], "multiplicity": 2, "charge": 3, "s_squared": 0.76, "homo_lumo_gap_ha": [0.1432, 0.1417]}


4.
{"formula": "C26H32AuBN8O3S2", "method": "ωB97M-V/def2-TZVPD", "symbols": ["Au", "C", "C", "C", "C", "C", "C", "N", "N", "B", "N", "C", "C", "C", "N", "C", "C", "C", "N", "C", "C", "C", "N", "C", "C", "C", "H", "H", "H", "H", "H", "H", "H", "H", "H", "H", "H", "H", "H", "H", "H", "H", "H", "H", "H", "H", "H", "H", "H", "H", "H", "H", "H", "H", "O", "S", "O", "N", "C", "O", "C", "C", "C", "C", "C", "C", "H", "H", "H", "H", "S", "C", "N"], "positions_angstrom": [[-0.710, 0.000, 0.675], [1.278, 0.166, 5.473], [1.111, 0.733, 4.057], [-0.326, 1.191, 3.841], [1.577, -0.292, 3.060], [2.842, -0.896, 2.994], [2.746, -1.829, 1.982], [1.509, -1.780, 1.475], [0.786, -0.846, 2.144], [0.899, -2.628, 0.324], [1.024, -1.927, -1.044], [1.809, -2.265, -2.080], [1.495, -1.450, -3.147], [0.467, -0.617, -2.670], [0.204, -0.915, -1.403], [-0.358, 0.395, -3.412], [0.294, 0.798, -4.729], [-1.769, -0.157, -3.646], [-0.598, -2.892, 0.662], [-1.146, -4.081, 0.936], [-2.463, -3.895, 1.290], [-2.673, -2.512, 1.225], [-1.541, -1.927, 0.831], [-3.976, -1.812, 1.490], [-3.842, -0.361, 1.938], [-4.878, -1.916, 0.255], [0.993, 0.914, 6.214], [0.637, -0.708, 5.604], [2.307, -0.136, 5.670], [1.770, 1.601, 3.959], [-1.015, 0.348, 3.939], [-0.595, 1.937, 4.589], [-0.465, 1.651, 2.864], [3.694, -0.694, 3.620], [3.468, -2.531, 1.600], [1.472, -3.682, 0.268], [2.523, -3.068, -1.993], [1.932, -1.457, -4.129], [-0.449, 1.289, -2.789], [0.299, -0.042, -5.428], [-0.256, 1.621, -5.184], [1.322, 1.133, -4.579], [-1.733, -1.036, -4.294], [-2.235, -0.453, -2.704], [-2.398, 0.596, -4.123], [-0.556, -4.978, 0.860], [-3.183, -4.643, 1.572], [-4.446, -2.371, 2.304], [-3.564, 0.276, 1.100], [-4.799, 0.000, 2.315], [-3.099, -0.238, 2.727], [-4.426, -1.386, -0.586], [-5.030, -2.954, -0.041], [-5.853, -1.469, 0.457], [-0.402, 3.485, -3.428], [0.320, 3.846, -2.245], [0.392, 5.222, -1.857], [-0.211, 2.929, -0.967], [0.780, 2.299, -0.383], [0.648, 1.633, 0.682], [2.080, 2.381, -1.102], [3.253, 1.714, -0.806], [4.317, 1.865, -1.688], [4.193, 2.658, -2.826], [3.006, 3.322, -3.120], [1.961, 3.159, -2.237], [3.318, 1.093, 0.080], [5.251, 1.355, -1.494], [5.034, 2.758, -3.500], [2.907, 3.930, -4.009], [-2.196, 2.054, -0.408], [-2.312, 2.944, 0.994], [-2.411, 3.544, 1.979]], "mulliken_spin": [0.533, 0.000, 0.000, -0.009, -0.004, 0.015, 0.004, -0.006, 0.118, -0.004, 0.000, -0.001, 0.003, 0.002, 0.021, 0.003, 0.000, -0.012, -0.034, 0.000, 0.000, -0.006, 0.150, 0.007, -0.045, -0.005, 0.000, 0.000, 0.000, 0.000, 0.005, -0.001, 0.003, 0.000, 0.000, 0.000, 0.000, 0.000, -0.003, 0.000, 0.000, 0.000, 0.000, 0.007, 0.000, 0.000, 0.000, 0.000, 0.047, 0.002, -0.005, 0.004, 0.000, 0.000, 0.000, 0.017, 0.008, 0.199, 0.012, 0.088, 0.023, 0.007, -0.001, 0.003, -0.002, 0.009, 0.000, 0.000, 0.000, 0.001, 0.746, -0.075, 0.173], "multiplicity": 3, "charge": 0, "s_squared": 2.01, "homo_lumo_gap_ha": [0.3111, 0.2638]}


| no. | E (eV) |
| --- | --- |
| 1 | -96345.098 |
| 2 | -65757.269 |
| 3 | -81440.028 |
| 4 | -71583.528 |